# 1
Entry from OMol25: one molecule with the formula C5H6O2 in a non-equilibrium geometry (ωB97M-V/def2-TZVPD).

Calculated values
multiplicity	1
SMILES string	O=C1CO[C@H]2C[C@@H]12
electronic energy	-344.51732	a.u.
relative energy (zero: lowest compared OMol25 entry of this formula, charge and spin)	2.302	eV
frontier orbital gap	10.50	eV

```
13
Properties=species:S:1:pos:R:3:lowdin_charge:R:1
O 1.097 1.626 1.282 0.11
C 0.714 0.866 0.431 -0.32
C 1.602 -0.166 -0.281 -0.09
O 0.732 -0.987 -1.030 -0.07
C -0.582 -0.648 -0.697 -0.24
C -1.342 -0.417 0.682 -0.01
C -0.709 0.695 -0.116 -0.17
H 2.167 -0.796 0.413 0.14
H 2.322 0.359 -0.928 0.14
H -1.253 -1.009 -1.471 0.15
H -1.186 -0.329 1.764 0.11
H -2.365 -0.742 0.518 0.09
H -1.199 1.548 -0.566 0.14
```

# 2
Entry from OMol25: a 2-piece molecular cluster, CH2N2O3S2 overall in a non-equilibrium geometry (ωB97M-V/def2-TZVPD).

Calculated values
multiplicity	1
electronic energy	-1170.89523	a.u.
relative energy (zero: lowest compared OMol25 entry of this formula, charge and spin)	0.032	eV
charge	-2
frontier orbital gap	6.10	eV

```
10
Properties=species:S:1:pos:R:3:lowdin_charge:R:1
C 3.144 0.143 0.270 -0.50
N 2.823 1.284 0.289 -0.53
N -2.671 0.354 -0.270 -0.23
O 3.291 -1.049 0.236 0.00
O -1.414 -1.680 -1.036 -0.63
O -1.174 -1.369 1.436 -0.62
S 3.357 2.821 0.085 0.03
S -1.055 -0.734 0.054 0.63
H -2.793 0.133 -1.237 -0.07
H -3.508 0.098 0.175 -0.07
```

# 3
Entry from OMol25: C34H40BKN10O2S3 as an isolated structure (ωB97M-V/def2-TZVPD).

Calculated values
multiplicity	2
<S²>	0.75
electronic energy	-3837.13990	a.u.
relative energy (zero: lowest compared OMol25 entry of this formula, charge and spin)	0.521	eV
charge	-1
frontier orbital gap (spin up / spin down)	6.57 / 4.47	eV

```
91
Properties=species:S:1:pos:R:3:lowdin_charge:R:1
K -0.027 0.311 -0.231 0.74
C 3.251 -0.562 -0.823 -0.07
C 2.361 -1.644 -0.763 -0.18
N 1.850 -1.784 0.452 0.01
N 2.401 -0.800 1.208 -0.01
C 3.244 -0.055 0.458 -0.09
B 1.916 -0.493 2.670 -0.65
N 1.239 -1.738 3.250 -0.03
C 1.578 -3.037 3.076 -0.12
C 0.848 -3.788 3.967 -0.09
C 0.079 -2.836 4.663 -0.18
N 0.331 -1.608 4.241 0.08
N 0.951 0.715 2.731 -0.01
C 1.250 2.003 3.015 -0.07
C 0.121 2.763 2.818 -0.06
C -0.840 1.832 2.400 -0.19
N -0.350 0.603 2.362 -0.01
N 3.152 -0.167 3.560 0.00
C 3.412 -0.692 4.776 -0.08
C 4.564 -0.109 5.255 -0.08
C 4.942 0.782 4.237 -0.18
N 4.089 0.744 3.224 0.04
H 3.807 -0.200 -1.672 0.09
H 2.037 -2.308 -1.552 0.11
H 3.770 0.769 0.909 0.10
H 2.296 -3.323 2.327 0.11
H 0.868 -4.858 4.090 0.08
H -0.638 -2.987 5.456 0.09
H 2.246 2.277 3.320 0.10
H 0.019 3.830 2.920 0.09
H -1.867 2.001 2.110 0.10
H 2.757 -1.429 5.212 0.11
H 5.051 -0.302 6.196 0.08
H 5.791 1.446 4.194 0.09
C -4.416 2.108 -0.650 -0.02
C -3.095 2.109 -1.382 -0.28
N -2.754 0.950 -1.831 0.06
N -1.523 0.968 -2.507 -0.09
C -1.434 0.126 -3.435 -1.15
S -2.628 -0.988 -4.044 0.69
S 0.028 -0.047 -4.407 0.90
C 0.496 1.724 -4.545 -0.38
C 1.879 1.973 -4.020 -0.29
C 2.042 2.429 -2.714 -0.02
C 3.315 2.670 -2.218 -0.08
C 4.433 2.446 -3.012 -0.10
C 4.274 1.983 -4.311 -0.10
C 3.001 1.753 -4.814 -0.06
C -2.379 3.393 -1.511 -0.11
C -3.129 4.484 -1.969 -0.08
C -2.579 5.736 -2.174 -0.14
C -1.225 5.917 -1.884 -0.13
C -0.460 4.885 -1.399 -0.03
C -0.984 3.576 -1.157 -0.41
O -0.260 2.658 -0.664 -0.24
H -4.830 1.101 -0.629 0.07
H -5.135 2.778 -1.123 0.07
H -4.269 2.473 0.368 0.08
H -0.229 2.264 -3.938 0.07
H 0.394 2.018 -5.589 0.08
H 1.171 2.589 -2.078 0.08
H 3.430 3.023 -1.201 0.11
H 5.425 2.629 -2.618 0.10
H 5.141 1.807 -4.936 0.09
H 2.876 1.403 -5.833 0.11
H -4.176 4.336 -2.213 0.10
H -3.184 6.548 -2.556 0.08
H -0.767 6.889 -2.040 0.09
H 0.586 5.039 -1.157 0.10
C -0.963 -6.282 -0.808 -0.11
C -1.521 -4.883 -0.579 -0.30
C -0.791 -4.169 0.544 -0.35
S -1.207 -2.425 0.744 0.91
O -1.085 -1.853 -0.641 -0.65
C -3.001 -2.515 1.057 -0.33
C -3.843 -2.293 -0.192 -0.30
C -5.329 -2.300 0.139 -0.11
H -1.485 -6.795 -1.617 0.07
H -1.051 -6.896 0.092 0.07
H 0.096 -6.234 -1.070 0.07
H -2.589 -4.940 -0.350 0.10
H -1.424 -4.280 -1.485 0.11
H 0.285 -4.114 0.351 0.08
H -0.912 -4.652 1.517 0.09
H -3.192 -1.726 1.789 0.09
H -3.214 -3.469 1.548 0.09
H -3.611 -3.050 -0.943 0.09
H -3.555 -1.341 -0.641 0.08
H -5.642 -3.256 0.567 0.07
H -5.932 -2.118 -0.752 0.07
H -5.569 -1.519 0.866 0.07
```